Entry from the Open Molecules 2025 dataset: the molecule C3H3N2OP at a distorted geometry (wB97M-V/def2-TZVPD).

Structure (XYZ):
```
10
Properties=species:S:1:pos:R:3:forces:R:3:nbo_charge:R:1
C 1.0039 0.2012 -0.5657 1.75 -0.29 0.85 -0.066
C -0.7924 -0.2602 1.3441 -0.14 0.07 -3.16 0.046
C -0.2924 0.3496 -0.9030 -0.65 -0.53 2.57 -0.463
N 1.4529 -0.2323 0.5966 0.42 -0.28 0.99 -0.340
N 0.4506 -0.5098 1.5166 -1.37 1.12 -2.24 -0.336
O -1.2447 1.0454 -3.2689 0.20 -0.31 0.74 -0.999
P -1.6667 0.6670 -1.8841 -1.05 0.42 -0.74 1.271
H 1.9214 0.4081 -1.1710 -1.36 0.04 -0.16 0.275
H -1.5796 -0.6886 2.0247 0.98 0.71 -0.59 0.206
H 0.7470 -0.9804 2.3108 1.22 -0.93 1.75 0.406
```
Forces are in eV/Å.

M: 114.04 g mol⁻¹
ΔE to the lowest compared entry with this formula, charge and spin: 461.32 kJ/mol
Multiplicity: 1
HOMO: -9.061 eV
DFT total energy: -642.0322 hartree
Total charge: 0
F_max: 3.167 eV/Å


Entry from the Open Molecules 2025 dataset: the ion C3H3N2S with charge -1 at a distorted geometry (wB97M-V/def2-TZVPD).

Structure (XYZ):
```
9
Properties=species:S:1:pos:R:3:forces:R:3:nbo_charge:R:1
C -0.2154 0.0089 -0.7670 2.65 -1.03 -2.41 -0.181
C 1.1194 -0.6317 -0.7227 0.49 0.16 -1.72 -0.101
C -0.7664 0.3259 0.3896 -4.68 1.31 -0.31 -0.085
N 1.6843 -1.7010 -0.5752 0.02 -1.04 0.91 -0.509
N -0.1933 0.2986 1.5510 0.43 0.01 1.75 -0.519
S -1.0239 0.7078 2.9017 0.11 -0.23 -0.31 -0.110
H -0.5968 0.3488 -1.7582 0.20 -0.33 0.97 0.198
H 1.8821 0.0720 -1.2059 -0.66 0.88 -0.04 0.172
H -1.8899 0.5707 0.1867 1.43 0.27 1.16 0.135
```
Forces are in eV/Å.

M: 99.14 g mol⁻¹
ΔE to the lowest compared entry with this formula, charge and spin: 483.32 kJ/mol
Multiplicity: 1
HOMO: -2.193 eV
DFT total energy: -623.6748 hartree
Total charge: -1
F_max: 4.867 eV/Å


Entry from the Open Molecules 2025 dataset: the ion C3H3N2S2 with charge -1 at a distorted geometry (wB97M-V/def2-TZVPD).

Structure (XYZ):
```
10
Properties=species:S:1:pos:R:3:forces:R:3:nbo_charge:R:1
C -0.9055 -0.0666 -0.9456 1.83 1.50 1.81 -0.224
C -0.1458 -1.0140 -1.4292 0.85 -1.78 1.55 -0.096
C 1.1840 -0.2455 0.8054 -0.02 -0.53 -1.74 -0.121
N -0.8042 0.8219 0.1765 -0.43 -0.11 0.77 -0.451
N 0.1625 0.4858 1.1235 0.45 -0.73 0.28 -0.501
S 0.1057 -2.4985 -2.0026 0.18 0.70 -0.25 -0.105
S 2.4765 -0.4322 1.7888 0.67 -0.35 0.81 -0.403
H -1.5058 0.3861 -1.6164 -2.62 1.11 -2.30 0.195
H -0.5808 1.8034 0.0188 -0.50 -0.25 -1.20 0.353
H 0.0133 0.7597 2.0809 -0.42 0.43 0.27 0.353
```
Forces are in eV/Å.

M: 131.21 g mol⁻¹
ΔE to the lowest compared entry with this formula, charge and spin: 365.94 kJ/mol
Multiplicity: 1
HOMO (spin up / spin down): -2.340 / -2.337 eV
DFT total energy: -1021.8919 hartree
Total charge: -1
F_max: 3.656 eV/Å


Entry from the Open Molecules 2025 dataset: the molecule C3H3N3 at a distorted geometry (wB97M-V/def2-TZVPD).

Structure (XYZ):
```
9
Properties=species:S:1:pos:R:3:forces:R:3:nbo_charge:R:1
C -0.3439 0.8334 -0.1148 -0.20 0.00 -0.27 -0.518
C 0.9975 0.1238 -0.1043 -0.04 0.04 -0.15 -0.272
N 1.0288 -1.1545 0.1058 -0.07 -1.24 0.12 0.057
N 1.0024 -2.2763 0.2971 0.14 1.34 -0.21 0.018
N -2.1825 -0.9120 0.4347 0.58 0.85 0.28 -0.305
C -1.3990 -0.0666 0.3460 -0.75 -0.89 0.25 0.271
H -0.2698 1.7949 0.4046 -0.24 -0.35 0.21 0.257
H 1.9544 0.6027 -0.2706 -0.28 0.00 0.03 0.239
H -0.7880 1.0547 -1.0986 0.85 0.23 -0.26 0.252
```
Forces are in eV/Å.

M: 81.08 g mol⁻¹
ΔE to the lowest compared entry with this formula, charge and spin: 214.23 kJ/mol
Multiplicity: 1
HOMO: -8.826 eV
DFT total energy: -280.2992 hartree
Total charge: 0
F_max: 1.364 eV/Å


Entry from the Open Molecules 2025 dataset: the molecule C3H3N3 at a distorted geometry (wB97M-V/def2-TZVPD).

Structure (XYZ):
```
9
Properties=species:S:1:pos:R:3:forces:R:3:nbo_charge:R:1
C 2.3703 -0.4459 0.0985 -3.42 3.66 0.49 -0.019
N 1.0160 -0.5473 -0.0556 6.04 0.86 -1.03 -0.303
N 0.6066 0.7818 -0.2152 -2.20 -0.51 2.29 -0.219
C -0.6593 0.8944 0.0579 3.66 8.20 -0.31 -0.017
C -1.6307 -0.0140 0.0577 -0.89 -1.62 0.53 0.172
N -2.4046 -0.8346 0.0032 -2.13 -1.85 -0.11 -0.211
H 3.0221 -1.2519 -0.0893 0.40 -1.23 0.48 0.186
H 2.8986 0.7035 0.4322 -1.73 -3.59 -1.45 0.183
H -0.9285 2.1424 0.2451 0.26 -3.91 -0.90 0.229
```
Forces are in eV/Å.

M: 81.08 g mol⁻¹
ΔE to the lowest compared entry with this formula, charge and spin: 421.95 kJ/mol
Multiplicity: 1
SMILES: C=N/N=C\C#N
HOMO: -10.009 eV
DFT total energy: -280.2201 hartree
Total charge: 0
F_max: 8.987 eV/Å


Entry from the Open Molecules 2025 dataset: the molecule C3H3N3 at a distorted geometry (wB97M-V/def2-TZVPD).

Structure (XYZ):
```
9
Properties=species:S:1:pos:R:3:forces:R:3:nbo_charge:R:1
C 1.1233 -0.5511 0.3462 -0.65 -0.44 -1.41 0.271
N -0.0052 -1.2631 0.2852 0.00 -0.67 2.08 -0.485
C -1.1285 -0.5428 0.3426 0.63 -0.43 -1.40 0.270
N -1.1797 0.7107 -0.0943 0.27 0.03 -0.79 -0.468
C 0.0053 1.1425 -0.5416 -0.02 0.93 1.20 0.299
N 1.1845 0.7015 -0.0901 -0.24 0.06 -0.79 -0.468
H 2.0615 -1.0867 0.5114 -0.29 0.27 0.34 0.197
H -2.0711 -1.0717 0.5076 0.30 0.27 0.33 0.197
H 0.0099 1.9607 -1.2669 0.00 -0.02 0.44 0.189
```
Forces are in eV/Å.

M: 81.08 g mol⁻¹
ΔE to the lowest compared entry with this formula, charge and spin: 50.62 kJ/mol
Multiplicity: 1
SMILES: c1ncncn1
HOMO: -10.341 eV
DFT total energy: -280.3615 hartree
Total charge: 0
F_max: 2.182 eV/Å


Entry from the Open Molecules 2025 dataset: the molecule C3H3N3 at a distorted geometry (wB97M-V/def2-TZVPD).

Structure (XYZ):
```
9
Properties=species:S:1:pos:R:3:forces:R:3:nbo_charge:R:1
C 2.4480 -0.2403 0.6788 0.96 -0.40 0.99 -0.058
C 1.0782 -0.2138 0.7993 -1.77 0.49 -1.22 0.234
C -1.3526 -0.0256 0.0627 -0.67 0.11 1.09 -0.423
N 2.0404 0.0537 -0.5806 -1.30 0.95 -1.89 -0.145
N 0.8012 0.3389 -1.2019 0.05 -1.11 3.18 -0.081
N 0.0678 0.1123 -0.0485 2.64 -0.18 -0.50 -0.227
H -1.7938 0.7455 0.7342 0.55 -0.48 -0.21 0.222
H -1.6554 0.2811 -0.9321 -0.76 -0.80 -0.20 0.244
H -1.6338 -1.0517 0.4881 0.28 1.41 -1.23 0.234
```
Forces are in eV/Å.

M: 81.08 g mol⁻¹
ΔE to the lowest compared entry with this formula, charge and spin: 756.60 kJ/mol
Multiplicity: 1
HOMO (spin up / spin down): -9.386 / -9.384 eV
DFT total energy: -280.0926 hartree
Total charge: 0
F_max: 3.372 eV/Å


Entry from the Open Molecules 2025 dataset: the molecule C3H3N3 at a distorted geometry (wB97M-V/def2-TZVPD).

Structure (XYZ):
```
9
Properties=species:S:1:pos:R:3:forces:R:3:nbo_charge:R:1
C 0.0016 0.8359 0.1168 0.19 0.04 -0.44 -0.234
C 1.1555 0.1414 0.0438 -0.17 -0.18 0.12 -0.022
N 1.1332 -1.2356 0.1572 -0.60 -0.11 -0.07 -0.193
N 0.0672 -1.8814 0.3171 -1.96 1.53 -0.21 0.035
N -1.2982 -1.1822 0.0894 2.44 -0.25 -0.31 -0.265
C -1.2051 0.1048 -0.0925 0.80 -0.13 -0.18 0.027
H -0.0415 1.9159 0.1527 0.14 -0.01 -0.20 0.227
H 2.1311 0.5818 -0.1543 -0.20 -0.13 0.42 0.219
H -1.9438 0.7195 -0.6304 -0.64 -0.75 0.86 0.205
```
Forces are in eV/Å.

M: 81.08 g mol⁻¹
ΔE to the lowest compared entry with this formula, charge and spin: 266.20 kJ/mol
Multiplicity: 1
SMILES: c1cnnnc1
HOMO: -9.673 eV
DFT total energy: -280.2794 hartree
Total charge: 0
F_max: 2.491 eV/Å


Entry from the Open Molecules 2025 dataset: a cluster of 2 separate species, C3H3N3 in total at a distorted geometry (wB97M-V/def2-TZVPD).

Structure (XYZ):
```
9
Properties=species:S:1:pos:R:3:forces:R:3:nbo_charge:R:1
C 2.0634 1.3023 -0.0130 -0.46 -3.89 2.38 0.201
C 1.5549 -2.9647 1.3509 -6.85 -1.35 -9.26 0.119
C 1.5676 0.1251 0.6874 5.02 4.07 2.71 -0.236
N 2.4724 2.0158 -0.7983 0.82 2.17 -1.54 -0.309
N 0.8202 -3.0610 0.3302 6.17 -0.76 7.97 -0.296
N 0.5979 -0.4797 0.1194 -3.68 -3.45 1.26 -0.300
H 1.9621 -0.2093 1.8034 -1.48 1.47 -2.72 0.232
H 1.8437 -2.4605 2.1991 1.18 0.39 1.82 0.226
H 0.5974 -1.4948 0.5021 -0.72 1.34 -2.62 0.362
```
Forces are in eV/Å.

M: 81.08 g mol⁻¹
ΔE to the lowest compared entry with this formula, charge and spin: 300.26 kJ/mol
Multiplicity: 3
HOMO (spin up / spin down): -7.079 / -11.220 eV
DFT total energy: -280.1073 hartree
Total charge: 0
F_max: 11.598 eV/Å


Entry from the Open Molecules 2025 dataset: the molecule C3H3N3O at a distorted geometry (wB97M-V/def2-TZVPD).

Structure (XYZ):
```
10
Properties=species:S:1:pos:R:3:forces:R:3:nbo_charge:R:1
H 0.3308 -1.6503 -0.3004 0.83 -0.61 -0.29 0.275
N 1.3514 -1.7987 -0.6387 -0.03 0.37 0.15 -0.234
N 1.7955 -0.7029 -0.9572 -0.31 -0.11 -0.03 -0.108
C 0.7699 0.3848 -0.9298 0.21 -0.98 -0.83 0.180
O 0.7583 1.3421 0.0126 -0.72 -1.00 0.47 -0.425
C -0.2987 0.0464 -0.0152 0.10 2.36 0.65 -0.098
C -1.3048 0.2215 0.7707 -0.40 0.20 0.21 0.388
N -2.2491 0.4801 1.5029 0.38 0.07 -0.23 -0.562
H 0.5546 0.7011 -1.9513 0.03 -0.01 -0.08 0.197
H -2.1255 0.2678 2.4903 -0.10 -0.29 -0.02 0.389
```
Forces are in eV/Å.

M: 97.08 g mol⁻¹
ΔE to the lowest compared entry with this formula, charge and spin: 601.89 kJ/mol
Multiplicity: 1
SMILES: [H]/N=N\[C@@H]1OC1=C=N
HOMO: -9.522 eV
DFT total energy: -355.4106 hartree
Total charge: 0
F_max: 2.454 eV/Å